Record 1
The following is a DFT calculation (ωB97M-V with the def2-TZVPD basis set) of a structure of composition C11H15ClN2O2RuS.

Its expectation value of S² is 6.037. The value obtained for the HOMO-LUMO gap (alpha / beta) is 0.23130 / 0.21298 hartree. The HOMO energy (alpha / beta) is -14.043 / -16.899 eV. As for the spin multiplicity: 5. The LUMO energy (alpha / beta) comes out at -7.75 / -11.10 eV. Its total charge is +2. As for the strongest force on any atom: 7.06 eV/A. The value obtained for the energy above the lowest of the compared OMol25 structures with the same formula, charge and spin is 153.88 kJ/mol.

XYZ file:
```
33
Properties=species:S:1:pos:R:3:forces:R:3:lowdin_charge:R:1
Cl -2.788168 1.437993 -3.493477 -1.14 -0.17 0.44 0.405
C 0.630282 -1.640756 -2.859246 0.30 -0.32 -1.50 -0.185
C 1.779828 -0.881619 -2.383016 -0.38 0.50 -0.22 -0.137
C 1.589324 0.484897 -2.795231 0.68 -0.51 -0.35 -0.047
H 2.672691 -1.289915 -1.933491 -0.04 0.00 0.01 0.131
C 0.402149 0.577512 -3.587146 -0.19 -0.82 1.58 -0.237
C -0.236221 -0.713960 -3.525590 0.27 -0.96 -0.04 -0.103
H -1.162828 -0.944325 -4.040587 0.14 -0.09 0.19 0.125
H 0.517591 -2.722880 -2.827257 0.10 0.33 -0.21 0.139
H 2.245145 1.316995 -2.582225 0.09 -0.09 -0.01 0.135
C -0.190118 1.767754 -4.192762 0.58 0.37 0.03 -0.025
Ru -0.058095 -0.502379 -1.186079 1.30 3.49 -0.90 0.913
C 0.206825 -1.922969 -0.004808 0.82 -4.31 3.89 -0.220
C -1.902760 -0.503601 -0.903333 -6.68 -0.62 2.22 -0.262
O 0.379355 -2.733255 0.814784 -0.59 2.80 -2.92 0.179
O -3.012676 -0.532117 -0.548282 3.96 0.14 -1.59 0.152
H 0.126549 2.698216 -3.721389 -0.07 0.01 -0.17 0.121
H -1.393077 1.705777 -3.995082 0.78 0.20 -0.37 -0.212
H -0.105105 1.796076 -5.279537 -0.05 -0.01 -0.05 0.136
C -1.453060 0.527520 4.215868 -0.38 -0.31 0.55 -0.024
N -1.127373 0.187025 2.820594 0.71 0.70 -1.23 0.007
C 0.082884 0.449679 2.283324 0.29 -0.31 1.09 -0.697
S 0.245463 1.121115 0.660283 -0.39 -0.17 0.11 0.821
N 1.211232 0.299700 2.978069 -0.47 -0.18 -0.95 -0.001
C 1.408451 -0.491137 4.209018 0.22 0.00 0.37 -0.015
H -0.576136 0.914398 4.736797 -0.22 0.00 -0.21 0.090
H -1.814703 -0.365224 4.734158 0.08 0.16 -0.03 0.107
H -2.243746 1.283138 4.245989 0.19 -0.10 -0.18 0.111
H -1.905008 0.202796 2.154541 0.39 0.09 0.47 0.138
H 2.046112 0.546308 2.443582 -0.23 -0.02 0.54 0.142
H 2.205627 -1.223396 4.029753 -0.25 0.21 -0.03 0.109
H 1.726779 0.167242 5.029971 -0.15 -0.19 -0.27 0.112
H 0.492783 -1.016606 4.501820 0.34 0.15 -0.27 0.092
```
Positions in Å, forces in eV/Å.

***

Record 2
The following is a DFT calculation (ωB97M-V with the def2-TZVPD basis set) of a cluster of 2 separate species, H3OS2 in total.

The value obtained for the HOMO-LUMO gap is 0.22849 hartree. The HOMO energy is -2.514 eV. The LUMO energy comes out at 3.70 eV. Its total charge is -1. As for the strongest force on any atom: 1.69 eV/A. The value obtained for the energy above the lowest of the compared OMol25 structures with the same formula, charge and spin is 20.71 kJ/mol.

XYZ file:
```
6
Properties=species:S:1:pos:R:3:forces:R:3:lowdin_charge:R:1
O 0.936893 -1.642533 -1.271378 -0.73 -0.54 -0.28 -0.129
H 1.111375 -0.763395 -0.950240 1.03 1.25 0.47 -0.109
S 0.862180 1.013665 0.791455 -0.12 0.16 0.24 -0.372
S -1.199734 1.241604 0.610991 -0.64 0.15 0.07 -0.135
H 0.028539 -1.623054 -0.950632 -0.31 -0.70 -0.08 0.008
H -1.739252 1.773714 1.769804 0.77 -0.31 -0.42 -0.263
```
Positions in Å, forces in eV/Å.

***

Record 3
The following is a DFT calculation (ωB97M-V with the def2-TZVPD basis set) of an isolated molecule of C2H3BrSi.

The value obtained for the HOMO-LUMO gap (alpha / beta) is 0.22181 / 0.22150 hartree. The HOMO energy (alpha / beta) is -7.792 / -7.786 eV. The LUMO energy (alpha / beta) comes out at -1.76 / -1.76 eV. As for the strongest force on any atom: 1.81 eV/A. The value obtained for the energy above the lowest of the compared OMol25 structures with the same formula, charge and spin is 351.96 kJ/mol.

XYZ file:
```
7
Properties=species:S:1:pos:R:3:forces:R:3:lowdin_charge:R:1
C -0.359185 -0.499984 0.095618 0.37 1.35 0.13 -0.544
C -1.344147 0.447427 -0.016173 1.27 1.18 0.16 -0.735
Si 1.263302 0.366527 -0.049763 -0.76 -1.00 -0.15 0.874
Br -3.207725 -0.019753 -0.096852 0.79 -0.28 -0.15 0.524
H -0.541555 -1.531354 0.260541 0.24 -1.24 0.00 0.003
H 1.750154 1.721062 0.535704 -0.72 -1.15 -0.71 -0.057
H 2.439156 -0.483924 -0.729072 -1.19 1.16 0.71 -0.066
```
Positions in Å, forces in eV/Å.

***

Record 4
The following is a DFT calculation (ωB97M-V with the def2-TZVPD basis set) of an isolated molecule of C5H11NO.

The value obtained for the HOMO-LUMO gap is 0.37790 hartree. The HOMO energy is -9.305 eV. The LUMO energy comes out at 0.98 eV. As for the strongest force on any atom: 1.19 eV/A. The value obtained for the energy above the lowest of the compared OMol25 structures with the same formula, charge and spin is 143.73 kJ/mol. Its SMILES is CCCNCC=O.

XYZ file:
```
18
Properties=species:S:1:pos:R:3:forces:R:3:lowdin_charge:R:1
C -1.181098 -0.066667 1.057507 0.37 -0.27 0.45 -0.267
C -2.323531 -0.110481 0.059974 0.29 0.08 0.01 -0.105
C -0.145006 0.992233 0.712737 0.01 0.40 -0.11 -0.257
N 0.683684 0.664133 -0.439344 0.40 -0.48 -0.30 -0.083
C 1.471616 -0.573987 -0.283241 -0.67 0.87 0.45 -0.190
C 2.338857 -0.718271 -1.488390 0.44 -0.09 -0.81 -0.266
O 3.496292 -1.055129 -1.524773 -0.36 0.03 0.39 0.054
H -1.486016 0.112933 2.089233 -0.45 0.25 -0.07 0.106
H -0.730193 -1.053418 1.148630 0.23 -0.13 -0.21 0.089
H -2.931454 -1.000282 0.175228 -0.24 -0.04 0.11 0.068
H -2.935247 0.784071 0.142190 -0.20 0.02 0.00 0.072
H -1.903875 -0.128770 -0.942194 0.00 -0.01 -0.20 0.069
H -0.704509 1.886588 0.435033 0.04 0.20 0.06 0.114
H 0.463268 1.265256 1.585714 -0.01 -0.23 0.12 0.112
H 1.310941 1.430136 -0.664746 -0.20 0.01 0.17 0.111
H 2.030593 -0.610915 0.662490 0.15 -0.14 -0.20 0.130
H 0.724909 -1.366771 -0.288768 0.23 -0.43 -0.02 0.114
H 1.820776 -0.450663 -2.437276 -0.03 -0.05 0.17 0.128
```
Positions in Å, forces in eV/Å.